[1]
Computed, not measured: a structure of composition B4F16Sn in a non-equilibrium geometry, with ωB97M-V/def2-TZVPD.

Values from the calculation:
E_LUMO (alpha / beta): -0.84 / -6.55 eV
molar mass: 465.93 g/mol
HOMO-LUMO gap (alpha / beta): 8.2 / 2.5 eV
E: -52036.93273 eV
HOMO energy (alpha / beta): -9.0850 / -9.0847 eV
energy above the lowest of the compared OMol25 structures with the same formula, charge and spin: 0.0 kcal per mole

Geometry as ORCA input:
```
! RIJCOSX wB97M-V def2-TZVPD def2/J DEFGRID3
* xyz -1 2
Sn 0.654 0.865 -0.578
B -0.612 -2.141 -2.109
F 0.193 -2.617 -1.073
F -1.799 -1.648 -1.704
F 0.135 -1.108 -2.651
F -0.891 -2.979 -3.208
B -0.932 -0.066 3.098
F -0.141 0.258 2.107
F -1.227 -1.387 3.015
F -0.282 0.215 4.252
F -2.071 0.699 2.906
B -2.301 2.026 -1.479
F -1.303 2.025 -2.400
F -3.148 0.990 -1.685
F -1.864 1.981 -0.125
F -2.898 3.250 -1.626
B 3.684 -0.083 0.594
F 2.678 -0.987 0.911
F 4.958 -0.643 0.905
F 3.613 0.404 -0.661
F 3.556 0.945 1.510
*
```

***

[2]
Computed, not measured: a structure of composition B5F20Mn in a non-equilibrium geometry, with ωB97M-V/def2-TZVPD.

Values from the calculation:
E_LUMO (alpha / beta): 7.57 / 7.57 eV
molar mass: 488.96 g/mol
HOMO-LUMO gap (alpha / beta): 9.5 / 11.1 eV
E: -89087.71887 eV
HOMO energy (alpha / beta): -1.9500 / -3.5493 eV
energy above the lowest of the compared OMol25 structures with the same formula, charge and spin: 0.0 kcal per mole

Geometry as ORCA input:
```
! RIJCOSX wB97M-V def2-TZVPD def2/J DEFGRID3
* xyz -3 6
Mn -18.685 1.170 15.452
B -19.674 2.086 17.945
F -20.239 1.888 16.636
F -20.427 1.355 18.875
F -18.361 1.563 17.863
F -19.669 3.435 18.259
B -15.593 -0.271 16.386
F -15.854 -1.534 16.924
F -16.738 0.189 15.647
F -15.291 0.657 17.395
F -14.483 -0.361 15.499
B -17.996 0.725 12.097
F -18.002 1.190 13.462
F -19.298 0.772 11.582
F -17.174 1.570 11.324
F -17.487 -0.579 12.071
B -20.208 -1.047 15.157
F -21.368 -1.683 15.645
F -20.468 0.290 14.712
F -19.291 -0.823 16.240
F -19.666 -1.823 14.151
B -18.089 4.154 15.074
F -17.510 2.960 15.666
F -19.413 3.833 14.728
F -18.019 5.199 15.990
F -17.363 4.484 13.914
*
```

***

[3]
Computed, not measured: a structure of composition B6CuF16H8 in a non-equilibrium geometry, with ωB97M-V/def2-TZVPD.

Values from the calculation:
E_LUMO (alpha / beta): 9.73 / 9.73 eV
molar mass: 440.45 g/mol
HOMO-LUMO gap (alpha / beta): 7.4 / 7.3 eV
E: -92320.38316 eV
HOMO energy (alpha / beta): 2.3497 / 2.3966 eV
energy above the lowest of the compared OMol25 structures with the same formula, charge and spin: 65.0 kcal per mole

Geometry as ORCA input:
```
! RIJCOSX wB97M-V def2-TZVPD def2/J DEFGRID3
* xyz -4 2
Cu -0.007 0.195 -0.062
B 0.461 0.127 -2.293
H 0.939 -0.585 -1.638
H -0.607 0.234 -2.181
H 0.967 1.058 -2.091
H 0.539 -0.161 -3.329
B -0.691 -0.045 1.995
H -0.460 -1.028 1.616
H -0.873 -0.099 3.057
H 0.118 0.636 1.781
H -1.608 0.329 1.565
B 3.105 1.571 1.039
F 3.958 2.371 0.273
F 1.962 1.153 0.409
F 3.912 0.507 1.335
F 2.805 2.198 2.150
B -1.308 2.622 -0.758
F -1.200 2.691 -2.118
F -0.142 2.958 -0.127
F -2.248 3.597 -0.496
F -1.676 1.411 -0.387
B 1.485 -2.872 0.460
F 1.821 -3.451 -0.717
F 0.353 -3.397 0.930
F 2.475 -3.197 1.374
F 1.482 -1.461 0.423
B -3.102 -1.468 -0.480
F -3.251 -2.740 0.037
F -3.745 -0.659 0.465
F -1.705 -1.230 -0.563
F -3.761 -1.264 -1.667
*
```

***

[4]
Computed, not measured: a structure of composition BCaCl2F4O4S in a non-equilibrium geometry, with ωB97M-V/def2-TZVPD.

Values from the calculation:
E_LUMO (alpha / beta): 4.99 / 0.98 eV
molar mass: 293.85 g/mol
HOMO-LUMO gap (alpha / beta): 7.5 / 3.4 eV
E: -74067.19848 eV
HOMO energy (alpha / beta): -2.4616 / -2.4564 eV

Geometry as ORCA input:
```
! RIJCOSX wB97M-V def2-TZVPD def2/J DEFGRID3
* xyz -2 2
Ca -17.853 38.503 10.578
S -18.020 40.138 12.804
O -17.441 38.765 12.678
O -17.099 41.032 13.577
O -18.250 40.495 11.381
O -19.353 40.021 13.317
Cl -19.749 38.585 8.679
Cl -15.515 38.163 9.050
B -18.694 35.764 11.149
F -18.910 34.809 12.095
F -19.139 35.198 9.996
F -19.390 36.958 11.502
F -17.390 36.112 10.979
*
```

***

[5]
Computed, not measured: the molecule BCl3 in a non-equilibrium geometry, with ωB97M-V/def2-TZVPD.

Values from the calculation:
SMILES: ClB(Cl)Cl
E_LUMO: -0.77 eV
molar mass: 117.17 g/mol
HOMO-LUMO gap: 10.6 eV
E: -38246.46782 eV
HOMO energy: -11.3433 eV
energy above the lowest of the compared OMol25 structures with the same formula, charge and spin: 3.9 kcal per mole

Geometry as ORCA input:
```
! RIJCOSX wB97M-V def2-TZVPD def2/J DEFGRID3
* xyz 0 1
Cl 0.473 0.664 1.549
B -0.140 0.221 -0.064
Cl 0.969 0.303 -1.427
Cl -1.301 -1.189 -0.058
*
```

***

[6]
Computed, not measured: a structure of composition BCsH4 in a non-equilibrium geometry, with ωB97M-V/def2-TZVPD.

Values from the calculation:
E_LUMO: -1.69 eV
molar mass: 147.75 g/mol
HOMO-LUMO gap: 5.5 eV
E: -1284.87951 eV
HOMO energy: -7.1483 eV
energy above the lowest of the compared OMol25 structures with the same formula, charge and spin: 65.3 kcal per mole

Geometry as ORCA input:
```
! RIJCOSX wB97M-V def2-TZVPD def2/J DEFGRID3
* xyz 0 1
Cs -0.021 -3.997 -1.411
B 0.004 0.801 0.282
H 0.302 1.244 1.219
H -0.721 1.425 -0.219
H 0.869 0.692 -0.354
H -0.433 -0.165 0.482
*
```

***

[7]
Computed, not measured: a cluster of 5 separate species, BF4H10NO3 in total in a non-equilibrium geometry, with ωB97M-V/def2-TZVPD.

Values from the calculation:
E_LUMO: -0.19 eV
molar mass: 158.89 g/mol
HOMO-LUMO gap: 10.6 eV
E: -19348.00688 eV
HOMO energy: -10.8346 eV
energy above the lowest of the compared OMol25 structures with the same formula, charge and spin: 3.0 kcal per mole

Geometry as ORCA input:
```
! RIJCOSX wB97M-V def2-TZVPD def2/J DEFGRID3
* xyz 0 1
N -0.132 -0.227 -0.340
H 0.226 -1.097 -0.803
H -1.111 -0.070 -0.602
H 0.421 0.572 -0.672
H 0.026 -0.326 0.669
B 0.779 -0.347 2.856
F 1.837 0.220 3.526
F -0.062 -1.063 3.730
F -0.011 0.685 2.275
F 1.236 -1.246 1.848
O 0.676 2.246 -1.532
H 1.539 2.512 -1.867
H 0.219 3.073 -1.346
O 1.031 -2.247 -1.692
H 1.943 -2.536 -1.565
H 0.686 -2.814 -2.392
O -2.723 0.832 -0.785
H -3.435 0.182 -0.813
H -3.147 1.647 -0.496
*
```

***

[8]
Computed, not measured: a cluster of 8 separate species, BF4H14O7 in total, with ωB97M-V/def2-TZVPD.

Values from the calculation:
E_LUMO: 2.82 eV
molar mass: 212.91 g/mol
HOMO-LUMO gap: 10.8 eV
E: -26115.91320 eV
HOMO energy: -7.9958 eV
energy above the lowest of the compared OMol25 structures with the same formula, charge and spin: 7.8 kcal per mole

Geometry as ORCA input:
```
! RIJCOSX wB97M-V def2-TZVPD def2/J DEFGRID3
* xyz -1 1
B 14.901 -19.724 -22.479
F 13.726 -19.429 -21.744
F 15.506 -18.604 -23.074
F 15.769 -20.401 -21.627
F 14.547 -20.548 -23.564
O 17.480 -21.576 -23.619
H 16.986 -22.325 -23.273
H 16.815 -20.886 -23.726
O 17.829 -22.046 -20.099
H 17.626 -21.611 -20.938
H 17.603 -21.391 -19.433
O 12.310 -22.922 -21.832
H 13.036 -22.312 -22.006
H 12.688 -23.588 -21.252
O 11.693 -19.340 -23.423
H 12.469 -19.353 -22.822
H 11.836 -18.578 -23.990
O 13.584 -22.230 -25.479
H 13.659 -21.539 -24.801
H 14.423 -22.694 -25.432
O 15.711 -17.201 -20.004
H 15.036 -17.569 -20.586
H 16.329 -17.926 -19.875
O 16.476 -17.025 -25.106
H 15.669 -17.129 -25.617
H 16.308 -17.531 -24.296
*
```

***

[9]
Computed, not measured: a cluster of 11 separate species, BF4H20O10 in total in a non-equilibrium geometry, with ωB97M-V/def2-TZVPD.

Values from the calculation:
E_LUMO: 2.56 eV
molar mass: 266.95 g/mol
HOMO-LUMO gap: 9.5 eV
E: -32355.24648 eV
HOMO energy: -6.9718 eV
energy above the lowest of the compared OMol25 structures with the same formula, charge and spin: 35.9 kcal per mole

Geometry as ORCA input:
```
! RIJCOSX wB97M-V def2-TZVPD def2/J DEFGRID3
* xyz -1 1
B 0.926 0.436 -0.550
F 1.025 1.713 -0.974
F 0.938 0.343 0.829
F -0.326 -0.126 -0.933
F 1.888 -0.330 -1.133
O -1.366 0.282 2.059
H -1.508 1.130 2.503
H -0.551 0.438 1.534
O 1.032 -2.963 1.140
H 1.351 -3.717 1.686
H 1.239 -2.293 1.807
O -2.145 -1.680 0.331
H -1.352 -1.357 -0.029
H -2.269 -1.193 1.172
O -1.520 2.117 -2.213
H -1.757 1.261 -2.579
H -0.606 1.964 -2.031
O 0.468 4.184 0.216
H 0.780 3.437 -0.268
H 1.117 4.330 0.898
O 1.089 -2.895 -1.593
H 0.949 -2.925 -0.612
H 1.364 -2.021 -1.724
O -2.801 -0.356 -2.945
H -2.030 -0.957 -2.998
H -3.607 -0.811 -3.347
O 2.218 1.196 2.806
H 1.793 1.015 1.950
H 1.441 1.121 3.396
O 3.452 -1.924 0.601
H 3.013 -1.456 -0.058
H 2.786 -2.549 0.882
O -2.664 1.734 0.129
H -2.170 1.623 -0.667
H -2.183 1.230 0.720
*
```

***

[10]
Computed, not measured: a cluster of 11 separate species, BF4H20O10 in total in a non-equilibrium geometry, with ωB97M-V/def2-TZVPD.

Values from the calculation:
E_LUMO: 2.64 eV
molar mass: 266.95 g/mol
HOMO-LUMO gap: 10.8 eV
E: -32356.27574 eV
HOMO energy: -8.1079 eV
energy above the lowest of the compared OMol25 structures with the same formula, charge and spin: 12.2 kcal per mole

Geometry as ORCA input:
```
! RIJCOSX wB97M-V def2-TZVPD def2/J DEFGRID3
* xyz -1 1
B 0.333 -0.043 0.007
F 0.655 1.093 -0.779
F 0.960 -1.112 -0.634
F 0.763 0.207 1.320
F -1.065 -0.220 -0.113
O -0.130 -0.957 -3.316
H 0.353 -0.651 -2.534
H 0.555 -1.127 -3.969
O -3.462 -0.818 2.103
H -3.490 -1.122 1.188
H -2.595 -0.401 2.193
O -2.823 -1.057 -1.901
H -2.119 -0.464 -1.613
H -2.446 -1.519 -2.657
O -0.829 -0.048 3.924
H -0.044 0.120 3.386
H -0.497 -0.497 4.707
O 3.819 -2.785 -0.403
H 4.156 -2.534 0.464
H 3.018 -2.254 -0.505
O -0.632 -3.227 0.529
H -1.546 -3.522 0.591
H -0.698 -2.310 0.220
O -1.904 2.287 1.169
H -1.320 2.315 1.934
H -1.595 1.529 0.652
O 3.480 -0.290 1.143
H 2.529 -0.072 1.094
H 3.798 -0.185 0.239
O 0.794 3.769 -0.102
H 0.621 2.818 -0.219
H 1.401 3.818 0.643
O -0.025 2.910 -3.273
H -0.138 2.505 -2.405
H 0.123 3.843 -3.086
*
```